[1]
C38H43N5O2P2W as an isolated structure, computed with wB97M-V/def2-TZVPD.

XYZ file:
```
91
C38H43N5O2P2W (wB97M-V/def2-TZVPD)
W 0.562 0.607 -0.905
O 2.419 0.282 -0.841
C 3.594 0.943 -0.605
C 4.711 0.176 -0.332
C 5.914 0.803 -0.035
C 6.003 2.195 -0.008
C 4.882 2.955 -0.288
C 3.668 2.342 -0.600
C 2.538 3.162 -0.972
N 1.459 2.658 -1.475
N 0.519 3.638 -1.796
C -0.669 3.171 -1.712
O -0.837 1.862 -1.340
C -1.860 3.967 -1.981
C -1.729 5.228 -2.569
C -2.853 5.991 -2.812
C -4.113 5.509 -2.470
C -4.247 4.261 -1.883
C -3.122 3.487 -1.641
H 4.626 -0.904 -0.342
H 6.787 0.203 0.183
H 6.940 2.681 0.226
H 4.943 4.037 -0.285
H 2.676 4.237 -0.888
H -0.746 5.595 -2.834
H -2.751 6.964 -3.272
H -4.993 6.109 -2.663
H -5.226 3.889 -1.614
H -3.226 2.517 -1.179
C 1.805 -0.189 2.283
P 0.242 0.226 1.480
C -0.865 -1.190 1.775
N -0.898 -1.723 2.975
C -1.836 -2.668 3.207
C -1.911 -3.287 4.477
C -2.889 -4.206 4.714
C -3.831 -4.550 3.707
C -3.779 -3.977 2.473
C -2.771 -3.024 2.192
N -2.694 -2.475 0.960
C -1.741 -1.599 0.742
P -1.565 -0.848 -0.917
C -3.210 -0.159 -1.206
C -1.303 -2.203 -2.163
C 0.203 -2.231 -2.395
C -1.801 -3.577 -1.708
C -1.989 -1.788 -3.475
C -0.512 1.662 2.391
C -1.978 1.797 1.976
C 0.255 2.931 1.999
C -0.399 1.423 3.900
H 1.608 -0.611 3.267
H 2.386 0.730 2.387
H 2.368 -0.893 1.672
H -1.189 -3.004 5.232
H -2.959 -4.682 5.683
H -4.596 -5.280 3.933
H -4.483 -4.229 1.691
H -3.941 -0.967 -1.233
H -3.227 0.396 -2.141
H -3.454 0.502 -0.377
H 0.495 -2.313 -0.377
H 0.476 -1.530 -3.179
H 0.513 -3.232 -2.703
H -1.233 -3.963 -0.859
H -1.680 -4.277 -2.537
H -2.850 -3.554 -1.421
H -1.719 -0.771 -3.766
H -3.073 -1.859 -3.402
H -1.667 -2.459 -4.273
H -2.077 1.939 0.898
H -2.401 2.677 2.463
H -2.572 0.934 2.285
H 0.093 3.196 0.954
H 1.329 2.841 2.181
H -0.112 3.757 2.612
H -0.838 0.472 4.199
H -0.933 2.223 4.416
H 0.639 1.450 4.234
N 0.939 -1.832 -1.160
C 2.306 -2.342 -1.173
C 3.101 -2.203 -2.308
C 4.377 -2.745 -2.321
C 4.871 -3.409 -1.207
C 4.083 -3.531 -0.072
C 2.799 -2.999 -0.055
H 2.738 -1.678 -3.181
H 4.986 -2.646 -3.210
H 5.864 -3.839 -1.229
H 4.454 -4.055 0.799
H 2.177 -3.123 0.827
```

Charge: +2
ΔE to the lowest compared entry with this formula, charge and spin (kcal/mol): 15.9
Energy (Eh): -2647.481166
HOMO (eV): -13.45

***

[2]
C38H44BrLiN4OSSi as an isolated structure, computed with wB97M-V/def2-TZVPD.

XYZ file:
```
91
C38H44BrLiN4OSSi (wB97M-V/def2-TZVPD)
Li 0.010 1.037 -0.526
Br 6.761 4.172 -0.754
C 5.157 3.109 -0.791
C 5.267 1.716 -0.783
C 4.127 0.963 -0.871
C 2.808 1.531 -1.012
O 1.809 0.795 -1.186
C 2.748 2.975 -0.923
C 1.513 3.721 -0.878
N 0.330 3.295 -1.106
C -0.739 4.197 -1.096
C -0.580 5.551 -1.408
C -1.626 6.460 -1.359
C -2.895 6.012 -1.028
C -3.122 4.665 -0.782
C -4.490 4.161 -0.659
C -4.772 2.885 -0.393
C -3.653 1.955 -0.084
N -2.351 2.436 -0.534
C -2.048 3.728 -0.800
C 3.930 3.721 -0.826
H 6.240 1.248 -0.695
H 4.190 -0.118 -0.840
H 1.665 4.777 -0.602
H 0.392 5.914 -1.717
H -1.451 7.502 -1.600
H -3.732 6.702 -0.993
H -5.285 4.878 -0.850
H -5.791 2.512 -0.386
H -3.635 1.748 0.999
H 3.867 4.803 -0.790
C 0.106 0.555 1.538
C 0.134 0.799 2.745
C 0.146 1.099 4.133
C -0.737 2.053 4.672
C -0.720 2.370 6.018
C 0.174 1.748 6.882
C 1.049 0.798 6.371
C 1.037 0.476 5.025
H -1.432 2.544 4.003
H -1.408 3.114 6.406
H 0.192 2.003 7.936
H 1.752 0.307 7.036
H 1.728 -0.262 4.638
C -5.848 -0.482 -2.186
Si -4.331 -0.813 -1.057
C -3.564 -2.393 -1.761
C -5.131 -1.341 0.599
C -3.294 0.674 -0.853
C -2.022 1.158 -1.141
H -6.548 -1.324 -2.184
H -5.539 -0.310 -3.220
H -6.395 0.406 -1.858
H -4.334 -3.148 -1.945
H -2.834 -2.810 -1.066
H -3.032 -2.204 -2.695
H -5.671 -2.288 0.512
H -5.837 -0.587 0.961
H -4.361 -1.465 1.365
C 2.560 -5.229 -3.193
C 3.955 -4.787 -2.745
C 4.328 -3.336 -3.081
C 3.689 -2.264 -2.192
N 2.247 -2.257 -2.312
C 1.348 -1.979 -1.333
S -0.235 -1.727 -1.726
N 1.809 -2.015 -0.022
C 2.061 -3.332 0.564
C 0.816 -4.213 0.768
C 0.075 -3.964 2.083
C -0.670 -2.626 2.136
H 2.418 -6.291 -2.980
H 2.436 -5.081 -4.268
H 1.779 -4.671 -2.682
H 4.689 -5.444 -3.224
H 4.047 -4.935 -1.664
H 4.065 -3.129 -4.125
H 5.413 -3.230 -2.990
H 4.096 -1.286 -2.474
H 3.949 -2.432 -1.148
H 1.881 -2.059 -3.230
H 1.188 -1.442 0.545
H 2.561 -3.182 1.525
H 2.749 -3.868 -0.095
H 1.132 -5.262 0.733
H 0.136 -4.040 -0.070
H 0.792 -4.023 2.912
H -0.640 -4.780 2.226
H -0.007 -1.787 2.348
H -1.424 -2.643 2.925
H -1.169 -2.418 1.188
```

Charge: -2
ΔE to the lowest compared entry with this formula, charge and spin (kcal/mol): 28.1
Energy (Eh): -5037.873977
HOMO (eV): -1.31

***

[3]
C38H44N5OS as an isolated structure, computed with wB97M-V/def2-TZVPD.

XYZ file:
```
89
C38H44N5OS (wB97M-V/def2-TZVPD)
C 4.417 1.950 2.182
N 3.271 1.820 1.311
C 2.112 2.500 1.580
O 1.887 3.152 2.598
C 1.167 2.252 0.403
C 0.655 3.560 -0.232
C -0.310 4.248 0.659
C -1.578 3.819 1.028
N -2.071 4.670 1.999
C -1.141 5.672 2.255
C -1.133 6.668 3.228
C 0.017 7.468 3.329
C 1.125 7.256 2.490
C 1.116 6.248 1.518
C -0.019 5.444 1.411
N 1.986 1.459 -0.512
C 1.492 1.030 -1.696
C 2.265 0.470 -2.715
C 1.823 -0.321 -3.770
C 2.747 -0.805 -4.774
C 2.331 -1.026 -6.106
C 3.253 -1.155 -7.137
C 4.626 -1.137 -6.855
C 5.059 -1.060 -5.522
C 4.132 -0.963 -4.486
C 3.385 1.320 -0.056
C 4.330 2.230 -0.859
C 3.879 -0.133 -0.028
H 4.071 2.290 3.161
H 4.914 0.981 2.278
H 5.146 2.672 1.787
H 0.312 1.651 0.775
H 1.527 4.214 -0.413
H 0.194 3.324 -1.205
H -2.122 2.953 0.669
H -2.977 4.578 2.445
H -2.002 6.794 3.867
H 0.056 8.266 4.071
H 2.012 7.882 2.601
H 1.958 6.059 0.852
H 0.433 1.237 -1.866
H 3.322 0.729 -2.734
H 0.820 -0.912 -3.673
H 1.268 -1.034 -6.330
H 2.894 -1.270 -8.160
H 5.349 -1.214 -7.668
H 6.128 -1.087 -5.293
H 4.461 -0.976 -3.441
H 4.041 3.282 -0.711
H 5.360 2.063 -0.517
H 4.287 2.023 -1.929
H 3.310 -0.696 0.724
H 3.754 -0.618 -1.000
H 4.943 -0.144 0.239
C -2.154 -3.529 -2.892
C -1.071 -2.448 -2.921
C -1.255 -1.515 -1.726
C 0.279 -3.171 -2.818
C -1.195 -1.669 -4.245
C -2.558 -1.069 -4.505
C -2.554 -0.409 -5.859
N -1.424 0.522 -5.928
C -1.298 1.488 -6.937
C -0.094 2.171 -6.834
C 0.251 3.101 -7.812
C -0.642 3.319 -8.877
C -1.847 2.612 -8.972
C -2.197 1.682 -7.982
S 0.829 1.638 -5.435
C -0.341 0.410 -5.115
N -0.175 -0.611 -4.281
H -2.092 -4.163 -3.788
H -2.014 -4.173 -2.014
H -3.160 -3.096 -2.830
H -0.471 -0.746 -1.676
H -2.233 -1.019 -1.755
H -1.201 -2.109 -0.801
H 1.131 -2.495 -2.677
H 0.249 -3.836 -1.943
H 0.466 -3.791 -3.705
H -0.989 -2.396 -5.054
H -3.331 -1.846 -4.491
H -2.808 -0.350 -3.710
H -2.484 -1.153 -6.669
H -3.466 0.166 -6.014
H 1.200 3.626 -7.725
H -0.390 4.052 -9.642
H -2.519 2.776 -9.811
H -3.135 1.126 -8.011
```

Charge: +1
ΔE to the lowest compared entry with this formula, charge and spin (kcal/mol): 71.8
Energy (Eh): -2221.318366
HOMO (eV): -9.61